1.
Molecular formula: C9H13NO2
Method: DFT, wB97M-V/def2-TZVPD

Last columns: bonded neighbours and bond lengths (Å).
CARTESIAN COORDINATES (ANGSTROEM)
1 C 0.36 0.49 3.03  C2 1.516, H7 1.108, H8 1.084, H9 1.094
2 C -1.14 0.62 3.21  C1 1.516, O3 1.204, N4 1.388
3 O -1.77 0.00 4.03  C2 1.204
4 N -1.77 1.56 2.40  C2 1.388, H5 0.999, H6 1.007
5 H -2.64 2.03 2.46  N4 0.999
6 H -1.15 2.05 1.77  N4 1.007
7 H 0.84 1.37 2.56  C1 1.108
8 H 0.70 -0.31 2.38  C1 1.084
9 H 0.69 0.67 4.06  C1 1.094
10 C 1.36 -2.77 -1.71  C14 1.492, H22 1.086, H23 1.083, H25 1.115
11 C -0.94 0.03 -0.62  C12 1.388, C13 1.409, H18 1.076
12 C -0.29 1.06 -1.27  C11 1.388, C15 1.392, O17 1.406
13 C -0.34 -1.22 -0.87  C11 1.409, C14 1.402, H19 1.089
14 C 0.82 -1.38 -1.64  C10 1.492, C13 1.402, C16 1.395
15 C 0.72 0.95 -2.23  C12 1.392, C16 1.393, H20 1.083
16 C 1.13 -0.35 -2.52  C14 1.395, C15 1.393, H24 1.083
17 O -0.92 2.31 -1.10  C12 1.406, H21 0.961
18 H -1.77 0.32 0.00  C11 1.076
19 H -0.96 -2.06 -0.57  C13 1.089
20 H 1.04 1.66 -2.98  C15 1.083
21 H -0.37 2.99 -1.51  O17 0.961
22 H 0.68 -3.61 -1.83  C10 1.086
23 H 2.12 -2.97 -0.96  C10 1.083
24 H 1.66 -0.63 -3.43  C16 1.083
25 H 1.94 -2.80 -2.66  C10 1.115

lowest unoccupied orbital energy = 0.624 eV
HOMO = -8.58 eV
energy relative to the best compared isomer or geometry (same formula, charge and spin) = 1.514 eV

2.
Molecular formula: C9H13NO2
Method: DFT, wB97M-V/def2-TZVPD

Last columns: bonded neighbours and bond lengths (Å).
CARTESIAN COORDINATES (ANGSTROEM)
1 C 1.37 -1.85 2.06  C2 1.570, H7 1.067, H8 0.993, H9 1.068
2 C 0.53 -1.22 3.23  C1 1.570, O3 1.197, N4 1.405
3 O -0.10 -1.90 3.98  C2 1.197
4 N 0.40 0.18 3.26  C2 1.405, H5 0.989, H6 1.015
5 H -0.46 0.55 3.59  N4 0.989
6 H 0.83 0.59 2.44  N4 1.015
7 H 2.34 -1.45 1.88  C1 1.067
8 H 1.09 -1.81 1.11  C1 0.993
9 H 1.77 -2.78 2.39  C1 1.068
10 C -1.49 -1.15 -2.87  C14 1.470, H22 1.070, H23 1.136, H25 1.140
11 C -0.80 0.91 0.12  C12 1.450, C13 1.380, H18 1.113
12 C 0.08 1.97 -0.36  C11 1.450, C15 1.454, O17 1.438
13 C -1.25 -0.10 -0.71  C11 1.380, C14 1.385, H19 1.066
14 C -1.05 0.01 -2.07  C10 1.470, C13 1.385, C16 1.416
15 C 0.45 1.98 -1.76  C12 1.454, C16 1.418, H20 1.052
16 C 0.01 0.85 -2.50  C14 1.416, C15 1.418, H24 1.116
17 O 0.74 2.78 0.63  C12 1.438, H21 1.014
18 H -0.95 0.98 1.22  C11 1.113
19 H -1.69 -1.00 -0.35  C13 1.066
20 H 1.16 2.64 -2.17  C15 1.052
21 H 1.03 3.55 0.04  O17 1.014
22 H -2.47 -1.58 -2.84  C10 1.070
23 H -0.72 -1.98 -2.96  C10 1.136
24 H 0.64 0.62 -3.40  C16 1.116
25 H -1.46 -0.79 -3.95  C10 1.140

lowest unoccupied orbital energy = 0.554 eV
HOMO = -8.63 eV
energy relative to the best compared isomer or geometry (same formula, charge and spin) = 2.533 eV

3.
Molecular formula: C9H13NO3
Method: DFT, wB97M-V/def2-TZVPD

Last columns: bonded neighbours and bond lengths (Å).
CARTESIAN COORDINATES (ANGSTROEM)
1 C -3.52 0.22 -0.58  C3 1.570, C4 1.508, O11 1.187
2 C 0.73 1.31 0.70  C5 1.297, O12 1.169
3 C -2.90 0.07 0.85  C1 1.570, C6 1.503, H14 1.046, H15 1.106
4 C -2.41 -0.12 -1.54  C1 1.508, N10 1.408, H16 1.196, H17 1.181
5 C 1.97 0.95 0.61  C2 1.297, C9 1.559, H18 1.097
6 C -1.67 -0.71 0.48  C3 1.503, C7 1.496, N10 1.252
7 C -0.92 -1.45 1.54  C6 1.496, H19 1.062, H20 1.092, H21 0.987
8 C 3.57 0.78 -1.25  C9 1.553, H22 1.051, H23 1.033, H24 1.136
9 C 2.46 -0.01 -0.51  C5 1.559, C8 1.553, O13 1.367, H25 1.065
10 N -1.46 -0.81 -0.75  C4 1.408, C6 1.252
11 O -4.48 0.87 -0.83  C1 1.187
12 O -0.39 1.57 0.92  C2 1.169
13 O 2.82 -1.25 -0.07  C9 1.367, H26 1.006
14 H -2.85 1.01 1.31  C3 1.046
15 H -3.55 -0.56 1.49  C3 1.106
16 H -2.78 -0.81 -2.45  C4 1.196
17 H -1.90 0.89 -1.88  C4 1.181
18 H 2.73 1.40 1.27  C5 1.097
19 H -1.54 -2.27 1.82  C7 1.062
20 H -0.85 -0.89 2.48  C7 1.092
21 H 0.00 -1.64 1.24  C7 0.987
22 H 3.31 1.80 -1.23  C8 1.051
23 H 3.73 0.34 -2.17  C8 1.033
24 H 4.59 0.69 -0.74  C8 1.136
25 H 1.70 -0.16 -1.25  C9 1.065
26 H 3.62 -1.24 0.54  O13 1.006

lowest unoccupied orbital energy = 0.565 eV
HOMO = -8.86 eV
energy relative to the best compared isomer or geometry (same formula, charge and spin) = 3.299 eV

4.
Molecular formula: C9H13O3
Method: DFT, wB97M-V/def2-TZVPD

Last columns: bonded neighbours and bond lengths (Å).
CARTESIAN COORDINATES (ANGSTROEM)
1 C 1.55 0.53 2.10  C2 1.524, H13 1.091, H14 1.092, H15 1.091
2 C 0.96 -0.22 0.92  C1 1.524, C3 1.526, C4 1.599, H16 1.103
3 C 2.06 -0.61 -0.08  C2 1.526, H17 1.089, H18 1.090, H19 1.091
4 C -0.24 0.59 0.26  C2 1.599, C5 1.541, C9 1.593, O12 1.333
5 C 0.11 0.99 -1.19  C4 1.541, C6 1.326, H20 1.075
6 C -0.63 0.67 -2.25  C5 1.326, C7 1.500, H21 1.075
7 C -1.97 0.02 -2.02  C6 1.500, C8 1.583, O11 1.416, H22 1.095
8 C -1.63 -1.15 -1.02  C7 1.583, C9 1.564, O11 1.422, H23 1.092
9 C -1.54 -0.33 0.31  C4 1.593, C8 1.564, O10 1.411, H24 1.099
10 O -1.56 -1.13 1.47  C9 1.411, H25 0.981
11 O -2.48 -1.29 -2.14  C7 1.416, C8 1.422
12 O -0.52 1.68 0.98  C4 1.333
13 H 1.95 1.49 1.78  C1 1.091
14 H 0.79 0.73 2.85  C1 1.092
15 H 2.36 -0.04 2.58  C1 1.091
16 H 0.53 -1.16 1.30  C2 1.103
17 H 2.57 0.28 -0.44  C3 1.089
18 H 2.81 -1.24 0.39  C3 1.090
19 H 1.65 -1.14 -0.94  C3 1.091
20 H 1.00 1.58 -1.32  C5 1.075
21 H -0.34 0.93 -3.25  C6 1.075
22 H -2.75 0.74 -1.74  C7 1.095
23 H -0.70 -1.71 -1.18  C8 1.092
24 H -2.42 0.33 0.38  C9 1.099
25 H -1.57 -0.54 2.26  O10 0.981

multiplicity = 2
lowest unoccupied orbital energy (spin up / spin down) = 0.750 / -2.069 eV
HOMO (spin up / spin down) = -9.30 / -9.34 eV
energy relative to the best compared isomer or geometry (same formula, charge and spin) = 3.698 eV

5.
Molecular formula: C9H14
Method: DFT, wB97M-V/def2-TZVPD

Last columns: bonded neighbours and bond lengths (Å).
CARTESIAN COORDINATES (ANGSTROEM)
1 C 0.77 -2.22 2.74  C2 1.536, H3 1.083, H4 1.096, H5 1.085
2 C -0.64 -1.66 2.98  C1 1.536, H6 1.082, H7 1.094, H8 1.087
3 H 1.32 -1.60 2.03  C1 1.083
4 H 1.30 -2.34 3.69  C1 1.096
5 H 0.74 -3.20 2.26  C1 1.085
6 H -0.72 -0.62 2.71  C2 1.082
7 H -0.96 -1.75 4.02  C2 1.094
8 H -1.40 -2.21 2.42  C2 1.087
9 C 1.95 -0.18 -2.10  C13 1.488, H20 1.098, H21 1.098, H23 1.113
10 C -1.56 0.06 -0.70  C11 1.376, C12 1.404, H16 1.097
11 C -0.41 -0.44 -1.28  C10 1.376, C13 1.417, H17 1.082
12 C -1.64 1.37 -0.20  C10 1.404, C14 1.444, H18 1.085
13 C 0.71 0.39 -1.49  C9 1.488, C11 1.417, C15 1.417
14 C -0.44 2.16 -0.31  C12 1.444, C15 1.369, H19 1.085
15 C 0.68 1.69 -0.93  C13 1.417, C14 1.369, H22 1.090
16 H -2.39 -0.63 -0.51  C10 1.097
17 H -0.47 -1.46 -1.65  C11 1.082
18 H -2.56 1.93 -0.10  C12 1.085
19 H -0.45 3.21 -0.03  C14 1.085
20 H 2.70 0.58 -2.36  C9 1.098
21 H 1.76 -0.73 -3.03  C9 1.098
22 H 1.61 2.27 -1.01  C15 1.090
23 H 2.49 -0.89 -1.44  C9 1.113

multiplicity = 2
total charge = -1
lowest unoccupied orbital energy (spin up / spin down) = 4.062 / 3.850 eV
HOMO (spin up / spin down) = 0.94 / -3.42 eV
energy relative to the best compared isomer or geometry (same formula, charge and spin) = 0.330 eV

6.
Molecular formula: C9H14
Method: DFT, wB97M-V/def2-TZVPD

Last columns: bonded neighbours and bond lengths (Å).
CARTESIAN COORDINATES (ANGSTROEM)
1 C 1.94 -1.21 -2.34  C2 1.521, H3 1.064, H4 1.144, H5 1.103
2 C 1.13 -2.34 -1.72  C1 1.521, H6 1.059, H7 1.046, H8 1.156
3 H 1.62 -0.91 -3.31  C1 1.064
4 H 1.77 -0.23 -1.79  C1 1.144
5 H 3.03 -1.28 -2.50  C1 1.103
6 H 1.25 -2.45 -0.68  C2 1.059
7 H 1.28 -3.27 -2.18  C2 1.046
8 H 0.02 -2.03 -1.71  C2 1.156
9 C -1.89 0.25 -1.22  C11 1.474, H18 1.073, H19 1.046, H23 0.993
10 C -0.56 -0.53 0.61  C11 1.330, C12 1.413, H16 1.134
11 C -1.05 0.52 -0.04  C9 1.474, C10 1.330, C14 1.408
12 C 0.18 -0.40 1.81  C10 1.413, C13 1.434, H17 1.150
13 C 0.54 0.91 2.27  C12 1.434, C15 1.380, H20 1.244
14 C -0.78 1.80 0.48  C11 1.408, C15 1.380, H21 1.110
15 C 0.03 1.98 1.58  C13 1.380, C14 1.380, H22 1.086
16 H -0.31 -1.52 0.13  C10 1.134
17 H 0.51 -1.25 2.51  C12 1.150
18 H -2.73 0.92 -1.15  C9 1.073
19 H -2.12 -0.76 -1.35  C9 1.046
20 H 1.05 1.03 3.40  C13 1.244
21 H -1.10 2.74 -0.02  C14 1.110
22 H -0.08 2.93 2.11  C15 1.086
23 H -1.36 0.22 -2.05  C9 0.993

lowest unoccupied orbital energy = 1.010 eV
HOMO = -8.98 eV
energy relative to the best compared isomer or geometry (same formula, charge and spin) = 2.479 eV

7.
Molecular formula: C9H14
Method: DFT, wB97M-V/def2-TZVPD

Last columns: bonded neighbours and bond lengths (Å).
CARTESIAN COORDINATES (ANGSTROEM)
1 C -0.30 0.40 0.62  C7 1.518, H13 1.088, H14 1.086, H15 1.093
2 C 2.12 2.91 -1.94  C3 1.382, C4 1.403, H8 1.082
3 C 1.24 2.02 -2.53  C2 1.382, C5 1.414, H9 1.079
4 C 2.14 3.08 -0.55  C2 1.403, C6 1.390, H10 1.081
5 C 0.46 1.23 -1.67  C3 1.414, C7 1.366, H11 1.081
6 C 1.39 2.22 0.25  C4 1.390, C7 1.400, H12 1.085
7 C 0.53 1.27 -0.30  C1 1.518, C5 1.366, C6 1.400
8 H 2.83 3.53 -2.47  C2 1.082
9 H 1.34 1.87 -3.60  C3 1.079
10 H 2.85 3.74 -0.08  C4 1.081
11 H -0.11 0.53 -2.26  C5 1.081
12 H 1.48 2.27 1.33  C6 1.085
13 H -0.39 -0.63 0.30  C1 1.088
14 H -1.26 0.89 0.80  C1 1.086
15 H 0.26 0.31 1.55  C1 1.093
16 C -2.32 -2.75 1.73  C17 1.516, H18 1.089, H19 1.089, H20 1.089
17 C -1.39 -3.65 0.95  C16 1.516, H21 1.093, H22 1.092, H23 1.096
18 H -3.36 -3.06 1.79  C16 1.089
19 H -1.96 -2.69 2.76  C16 1.089
20 H -2.29 -1.77 1.24  C16 1.089
21 H -1.85 -4.29 0.19  C17 1.093
22 H -0.77 -4.33 1.54  C17 1.092
23 H -0.65 -3.10 0.35  C17 1.096

lowest unoccupied orbital energy = 0.986 eV
HOMO = -9.14 eV
energy relative to the best compared isomer or geometry (same formula, charge and spin) = 0.568 eV

8.
Molecular formula: C9H14
Method: DFT, wB97M-V/def2-TZVPD

Last columns: bonded neighbours and bond lengths (Å).
CARTESIAN COORDINATES (ANGSTROEM)
1 C 1.88 1.84 -0.41  C7 1.526, H13 1.099, H14 1.103, H15 1.088
2 C 1.28 -1.40 -3.21  C3 1.382, C4 1.413, H8 1.080
3 C 0.28 -0.50 -2.92  C2 1.382, C5 1.414, H9 1.082
4 C 2.55 -1.11 -2.67  C2 1.413, C6 1.361, H10 1.114
5 C 0.40 0.50 -1.93  C3 1.414, C7 1.404, H11 1.064
6 C 2.73 -0.09 -1.79  C4 1.361, C7 1.376, H12 1.096
7 C 1.66 0.66 -1.35  C1 1.526, C5 1.404, C6 1.376
8 H 1.09 -2.41 -3.56  C2 1.080
9 H -0.69 -0.52 -3.41  C3 1.082
10 H 3.42 -1.61 -3.17  C4 1.114
11 H -0.53 0.88 -1.55  C5 1.064
12 H 3.74 0.17 -1.47  C6 1.096
13 H 1.09 1.66 0.33  C1 1.099
14 H 1.88 2.88 -0.80  C1 1.103
15 H 2.88 1.85 0.02  C1 1.088
16 C -2.52 0.20 3.93  C17 1.539, H18 1.093, H19 1.071, H20 1.112
17 C -3.31 -0.80 3.06  C16 1.539, H21 1.127, H22 1.102, H23 1.102
18 H -2.21 -0.35 4.82  C16 1.093
19 H -1.75 0.67 3.36  C16 1.071
20 H -3.18 1.01 4.31  C16 1.112
21 H -3.32 -1.87 3.43  C17 1.127
22 H -2.96 -0.85 2.02  C17 1.102
23 H -4.41 -0.80 2.95  C17 1.102

lowest unoccupied orbital energy = 0.887 eV
HOMO = -8.82 eV
energy relative to the best compared isomer or geometry (same formula, charge and spin) = 1.472 eV

9.
Molecular formula: C9H14
Method: DFT, wB97M-V/def2-TZVPD

Last columns: bonded neighbours and bond lengths (Å).
CARTESIAN COORDINATES (ANGSTROEM)
1 C 2.25 -0.82 1.21  C2 1.517, H3 1.093, H4 1.088, H5 1.086
2 C 2.59 0.64 0.95  C1 1.517, H6 1.079, H7 1.091, H8 1.087
3 H 3.01 -1.34 1.81  C1 1.093
4 H 1.34 -0.93 1.80  C1 1.088
5 H 2.12 -1.36 0.28  C1 1.086
6 H 2.26 0.97 -0.02  C2 1.079
7 H 2.14 1.37 1.62  C2 1.091
8 H 3.66 0.84 1.00  C2 1.087
9 C -2.39 1.89 0.02  C15 1.527, H21 1.075, H22 1.084, H23 1.086
10 C -0.21 -1.62 -1.13  C11 1.402, C12 1.373, H16 1.083
11 C -0.82 -1.55 0.13  C10 1.402, C13 1.373, H17 1.085
12 C -0.37 -0.60 -2.03  C10 1.373, C14 1.403, H18 1.075
13 C -1.50 -0.43 0.54  C11 1.373, C15 1.400, H19 1.078
14 C -1.13 0.52 -1.66  C12 1.403, C15 1.383, H20 1.082
15 C -1.63 0.63 -0.37  C9 1.527, C13 1.400, C14 1.383
16 H 0.39 -2.49 -1.35  C10 1.083
17 H -0.78 -2.47 0.71  C11 1.085
18 H -0.04 -0.74 -3.05  C12 1.075
19 H -1.95 -0.35 1.51  C13 1.078
20 H -1.12 1.42 -2.26  C14 1.082
21 H -3.43 1.60 -0.01  C9 1.075
22 H -2.28 2.65 -0.74  C9 1.084
23 H -2.11 2.16 1.03  C9 1.086

lowest unoccupied orbital energy = 1.025 eV
HOMO = -8.98 eV
energy relative to the best compared isomer or geometry (same formula, charge and spin) = 0.447 eV

10.
Molecular formula: C9H14
Method: DFT, wB97M-V/def2-TZVPD

Last columns: bonded neighbours and bond lengths (Å).
CARTESIAN COORDINATES (ANGSTROEM)
1 C 3.06 0.97 -0.58  C5 1.622, H12 1.149, H13 1.140, H15 1.071
2 C 1.30 -2.22 -2.01  C3 1.364, C4 1.429, H8 1.145
3 C 2.06 -1.09 -1.87  C2 1.364, C5 1.437, H9 1.160
4 C 0.29 -2.43 -1.02  C2 1.429, C6 1.459, H10 1.096
5 C 2.00 -0.25 -0.70  C1 1.622, C3 1.437, C7 1.418
6 C -0.07 -1.37 -0.09  C4 1.459, C7 1.411, H11 1.047
7 C 0.87 -0.34 0.15  C5 1.418, C6 1.411, H14 1.042
8 H 1.25 -3.02 -2.83  C2 1.145
9 H 2.87 -0.92 -2.68  C3 1.160
10 H -0.28 -3.37 -1.04  C4 1.096
11 H -0.95 -1.66 0.39  C6 1.047
12 H 2.34 1.86 -0.60  C1 1.149
13 H 3.88 0.80 -1.36  C1 1.140
14 H 0.66 0.38 0.87  C7 1.042
15 H 3.64 0.91 0.31  C1 1.071
16 C -3.05 2.25 1.77  C17 1.586, H18 0.979, H19 1.133, H20 1.091
17 C -2.65 0.74 1.50  C16 1.586, H21 1.190, H22 1.098, H23 1.041
18 H -2.31 2.81 2.09  C16 0.979
19 H -3.46 2.64 0.80  C16 1.133
20 H -3.81 2.27 2.56  C16 1.091
21 H -3.34 0.05 2.18  C17 1.190
22 H -1.57 0.61 1.64  C17 1.098
23 H -2.74 0.36 0.53  C17 1.041

lowest unoccupied orbital energy = 0.925 eV
HOMO = -8.75 eV
energy relative to the best compared isomer or geometry (same formula, charge and spin) = 2.310 eV

Copy entry 7 word for word.
Molecular formula: C9H14
Method: DFT, wB97M-V/def2-TZVPD

Last columns: bonded neighbours and bond lengths (Å).
CARTESIAN COORDINATES (ANGSTROEM)
1 C -0.30 0.40 0.62  C7 1.518, H13 1.088, H14 1.086, H15 1.093
2 C 2.12 2.91 -1.94  C3 1.382, C4 1.403, H8 1.082
3 C 1.24 2.02 -2.53  C2 1.382, C5 1.414, H9 1.079
4 C 2.14 3.08 -0.55  C2 1.403, C6 1.390, H10 1.081
5 C 0.46 1.23 -1.67  C3 1.414, C7 1.366, H11 1.081
6 C 1.39 2.22 0.25  C4 1.390, C7 1.400, H12 1.085
7 C 0.53 1.27 -0.30  C1 1.518, C5 1.366, C6 1.400
8 H 2.83 3.53 -2.47  C2 1.082
9 H 1.34 1.87 -3.60  C3 1.079
10 H 2.85 3.74 -0.08  C4 1.081
11 H -0.11 0.53 -2.26  C5 1.081
12 H 1.48 2.27 1.33  C6 1.085
13 H -0.39 -0.63 0.30  C1 1.088
14 H -1.26 0.89 0.80  C1 1.086
15 H 0.26 0.31 1.55  C1 1.093
16 C -2.32 -2.75 1.73  C17 1.516, H18 1.089, H19 1.089, H20 1.089
17 C -1.39 -3.65 0.95  C16 1.516, H21 1.093, H22 1.092, H23 1.096
18 H -3.36 -3.06 1.79  C16 1.089
19 H -1.96 -2.69 2.76  C16 1.089
20 H -2.29 -1.77 1.24  C16 1.089
21 H -1.85 -4.29 0.19  C17 1.093
22 H -0.77 -4.33 1.54  C17 1.092
23 H -0.65 -3.10 0.35  C17 1.096

lowest unoccupied orbital energy = 0.986 eV
HOMO = -9.14 eV
energy relative to the best compared isomer or geometry (same formula, charge and spin) = 0.568 eV

- Among the records above, which one has the highest energy relative to the best compared isomer or geometry (same formula, charge and spin)?
  C9H13O3